C28H46AlB2N4O6 | the ωB97M-V functional and the def2-TZVPD basis

Calculated values
**Energy**: -55951.7933 eV
**Kohn-Sham gap (alpha / beta)**: 5.2 / 4.4 eV
**F_max**: 5.84 eV/Å

Structure (ORCA input):
```
! wB97M-V def2-TZVPD RIJCOSX def2/J DEFGRID3
* xyz 2 2
Al 3.591 1.027 -2.244
B 0.620 0.974 -1.234
H 0.249 1.987 -1.244
H 0.843 0.635 -2.234
H 1.552 0.849 -0.705
H -0.159 0.333 -0.850
B 2.236 0.427 -4.944
H 3.295 0.223 -4.918
H 1.748 -0.108 -4.144
H 2.123 1.489 -4.789
H 1.827 0.088 -5.883
O -2.245 -3.921 3.636
C -2.490 -2.809 3.180
O -1.622 -1.997 2.455
C -2.320 -0.847 1.882
C -3.801 -1.242 2.091
C -3.735 -1.972 3.347
H -2.107 -0.719 0.821
H -2.048 0.093 2.362
H -4.111 -1.877 1.260
H -4.476 -0.387 2.120
H -4.668 -2.518 3.480
H -3.571 -1.392 4.256
O 2.981 -1.129 -0.087
C 2.773 -2.016 0.716
O 3.475 -1.971 1.876
C 2.998 -2.945 2.786
C 1.740 -3.614 2.073
C 1.707 -3.096 0.648
H 2.810 -2.431 3.729
H 3.799 -3.653 2.998
H 0.860 -3.251 2.603
H 1.743 -4.686 2.270
H 0.783 -2.656 0.273
H 2.044 -3.914 0.011
O 3.798 1.408 0.932
C 3.685 1.814 2.112
O 3.257 3.022 2.300
C 3.283 3.405 3.640
C 3.609 2.132 4.386
C 4.266 1.280 3.377
H 2.320 3.786 3.979
H 3.969 4.249 3.706
H 2.705 1.652 4.760
H 4.275 2.350 5.221
H 3.956 0.236 3.438
H 5.346 1.385 3.481
N 0.390 1.284 1.708
C 0.551 0.546 2.849
C 0.178 1.288 3.978
C -0.332 2.503 3.508
C -0.175 2.507 2.119
H 0.381 0.939 0.759
H 0.941 -0.449 2.691
H 0.157 0.875 4.976
H -0.838 3.228 4.129
H -0.450 3.224 1.359
N -0.335 1.722 -5.503
C -0.750 2.023 -6.763
C -1.929 2.697 -6.704
C -2.208 2.909 -5.348
C -1.243 2.239 -4.605
H 0.420 1.113 -5.223
H -0.129 1.752 -7.604
H -2.492 3.085 -7.540
H -3.019 3.474 -4.913
H -1.192 2.097 -3.536
N -2.454 1.465 -1.082
C -3.322 0.681 -1.758
C -4.479 0.598 -1.085
C -4.369 1.477 0.023
C -3.052 1.862 0.048
H -1.475 1.459 -1.328
H -3.001 0.239 -2.690
H -5.342 0.015 -1.371
H -5.055 1.733 0.817
H -2.603 2.466 0.822
N -0.605 -1.874 -1.964
C -1.415 -2.818 -1.405
C -1.110 -4.095 -1.904
C -0.039 -3.946 -2.809
C 0.263 -2.608 -2.768
H -0.534 -0.891 -1.744
H -2.231 -2.619 -0.726
H -1.596 -5.044 -1.729
H 0.501 -4.723 -3.330
H 1.079 -2.122 -3.284
*
```

Atom-resolved charges from Mulliken, all expressed in e: Al 0.77; B 2.97; H -0.21; H -0.47; H -0.72; H -1.86; B 0.71; H -0.27; H -0.93; H -0.16; H -0.21; O -0.57; C 0.35; O -0.15; C 0.70; C -0.29; C -0.73; H -0.52; H -0.10; H 0.29; H 0.30; H 0.43; H 0.26; O -0.57; C 0.13; O -0.33; C -0.55; C -0.47; C 0.85; H 0.31; H 0.37; H -0.03; H 0.42; H -0.80; H 0.53; O -0.51; C 0.51; O -0.37; C -0.44; C -0.37; C -0.02; H 0.25; H 0.37; H 0.05; H 0.43; H -0.20; H 0.45; N 1.31; C -0.65; C -0.46; C -1.26; C -0.18; H -0.55; H 0.57; H 0.62; H 0.51; H 0.65; N 0.08; C -0.14; C -0.65; C -0.44; C -0.43; H 0.42; H 0.47; H 0.44; H 0.44; H 0.72; N 0.45; C -0.78; C -0.67; C -0.95; C -0.18; H 0.12; H 0.52; H 0.49; H 0.56; H 0.37; N 0.72; C -0.29; C -0.53; C -0.73; C -0.08; H 0.10; H 0.43; H 0.48; H 0.49; H 0.40